--- 1 ---
C26H79N17O11 | ωB97M-V/def2-TZVPD

```
133
Properties=species:S:1:pos:R:3:mulliken_charge:R:1
C -6.42287 1.69628 -0.96036 0.520
O -7.04876 0.67583 -0.65767 -0.726
N -5.28349 1.60992 -1.71720 -0.180
N -6.89484 2.92381 -0.67096 -0.248
H -5.08046 2.33119 -2.38741 0.199
H -5.05163 0.65030 -1.92413 0.120
H -7.86591 3.05137 -0.45986 0.195
H -6.35036 3.77216 -0.75704 0.143
C -4.86733 1.56649 2.97406 0.637
O -4.85955 2.71195 2.54421 -0.633
N -5.88656 1.05814 3.70683 -0.456
N -3.98210 0.59831 2.56790 -0.098
H -5.81879 0.15813 4.13776 0.143
H -6.66846 1.67784 3.81790 0.258
H -3.14969 0.83056 2.06266 -0.350
H -4.08288 -0.32661 2.93969 0.164
C -3.97507 4.84070 -1.05379 0.372
O -5.09566 5.25068 -1.37862 -0.781
N -2.90021 4.89197 -1.86994 -0.109
N -3.71357 4.23843 0.12044 0.219
H -2.95693 5.39891 -2.73312 0.214
H -2.12863 4.29366 -1.66408 0.056
H -2.80434 3.95866 0.44831 -0.112
H -4.28580 4.48270 0.91572 0.273
C 0.55697 5.35286 0.00218 0.618
O -0.66005 5.49981 -0.13976 -0.621
N 1.05446 4.11190 -0.18457 -0.104
N 1.39412 6.34249 0.39317 -0.440
H 2.02959 3.88620 -0.22533 0.147
H 0.25886 3.54507 -0.44757 -0.073
H 2.38756 6.20954 0.39257 0.148
H 0.98778 7.24387 0.56267 0.255
C -1.07829 -4.23256 -0.18007 0.451
O -0.18317 -3.55619 0.33254 -0.447
N -2.12408 -3.71910 -0.87881 -0.187
N -1.06481 -5.58614 -0.14103 -0.426
H -2.83574 -4.29392 -1.28756 0.135
H -2.23103 -2.71779 -0.91721 -0.063
H -1.89690 -6.09743 -0.36834 0.170
H -0.30192 -6.03092 0.33582 0.239
C -3.16062 -1.73407 -3.41041 0.625
O -3.48440 -1.26637 -2.32548 -0.591
N -1.89536 -1.83914 -3.86496 -0.315
N -4.08815 -2.20639 -4.31705 -0.515
H -1.20943 -1.50039 -3.21086 0.215
H -1.71787 -2.46513 -4.62595 0.201
H -3.78533 -2.43532 -5.24524 0.143
H -5.06661 -2.03307 -4.17238 0.258
C -0.72805 -0.83551 5.59896 -1.378
C -0.97761 0.66227 5.57841 0.211
C -0.69463 1.38818 4.24532 0.200
O -0.96823 2.76454 4.45648 -0.482
C -1.28874 3.46361 3.25914 -0.262
N -2.39134 0.96372 5.91298 -0.685
H 0.31484 -0.88329 5.27652 0.281
H -1.45577 -1.41418 5.03334 0.249
H -0.78249 -1.23647 6.61294 0.429
H -0.33499 1.12261 6.33994 0.301
H -1.40224 1.03011 3.49172 -0.113
H 0.31282 1.05421 3.97065 0.299
H -1.46041 4.49772 3.55042 0.392
H -2.10040 3.04733 2.65994 -0.168
H -0.36753 3.48869 2.66190 0.299
H -2.56302 1.96475 5.87610 0.274
H -2.47293 0.82441 6.92030 0.244
C 4.22557 2.22587 -7.34867 -1.380
C 4.24670 2.96769 -6.03122 0.236
C 3.30094 2.42448 -4.94738 -0.664
O 3.47488 1.05097 -4.65595 -0.299
C 2.36503 0.37089 -4.10911 -0.972
N 5.61738 3.04514 -5.51976 -0.627
H 4.67787 2.78958 -8.16592 0.368
H 3.26610 1.79937 -7.63518 0.330
H 4.91528 1.37141 -7.33209 0.312
H 3.96200 4.00000 -6.25882 0.250
H 2.24835 2.66491 -5.14676 0.555
H 3.49666 2.92518 -3.98760 0.316
H 1.54504 0.32036 -4.83558 0.410
H 1.99130 0.86756 -3.21073 0.355
H 2.66628 -0.65691 -3.93603 0.345
H 6.05369 2.15330 -5.71527 0.269
H 5.66181 3.27283 -4.53823 0.274
C 0.53253 -3.95169 4.35334 -1.335
C 1.35454 -4.94622 3.51864 0.441
C 0.69542 -6.27269 3.21926 -0.427
O 0.03180 -6.85781 4.31283 -0.411
C 0.76549 -7.44469 5.33162 -0.774
N 1.75400 -4.12035 2.33087 -0.293
H -0.32340 -3.60752 3.76944 0.330
H 1.12096 -3.07369 4.62573 0.345
H 0.34216 -4.32731 5.36305 0.363
H 2.26039 -4.99608 4.13735 0.185
H 1.38946 -6.93100 2.68654 0.467
H -0.12855 -5.94815 2.57364 0.045
H 0.87822 -6.80005 6.21225 0.263
H 1.72200 -7.91213 5.07807 0.325
H 0.21068 -8.27974 5.77839 0.287
H 0.90484 -3.66566 2.01170 -0.017
H 1.97545 -4.90249 1.71314 0.209
C 1.84450 0.53299 -0.24100 -0.067
C 0.77975 0.21966 0.79646 0.335
C -0.57741 0.20743 0.07236 0.362
O -0.55041 1.38136 -0.74255 0.263
C -1.72243 1.47901 -1.54187 -0.189
N 0.96431 -1.03810 1.49987 -0.257
H 2.78151 0.02996 -0.00377 0.107
H 1.88196 1.60297 -0.42304 -0.331
H 1.52016 0.10085 -1.19420 -0.208
H 0.74017 1.09821 1.44879 -0.026
H -1.37920 0.36303 0.80048 -0.806
H -0.79101 -0.68486 -0.52363 0.542
H -2.55191 0.94993 -1.06857 0.329
H -1.70366 1.04735 -2.54990 0.222
H -1.96308 2.53312 -1.67381 -0.694
H 0.67439 -1.79617 0.87993 0.053
H 1.95294 -1.19889 1.66255 0.468
C 5.86923 0.04202 -0.64866 -1.225
C 5.88192 -0.73076 -1.97530 0.202
C 4.58778 -1.60086 -2.16698 0.367
O 4.58162 -2.42502 -1.02001 -0.423
C 3.40774 -3.09974 -0.68479 -0.526
N 6.03229 0.24938 -3.04771 -0.640
H 4.88513 0.39438 -0.34160 0.012
H 6.62591 0.82297 -0.60237 0.437
H 6.16835 -0.63203 0.16069 0.358
H 6.64308 -1.49982 -2.10465 0.404
H 4.72053 -2.25647 -3.03777 0.542
H 3.65049 -1.03944 -2.18710 -0.571
H 2.63863 -2.40671 -0.31974 0.116
H 3.62679 -3.72276 0.18174 0.244
H 2.94789 -3.69531 -1.48200 0.330
H 5.21728 0.83227 -3.20552 0.123
H 6.06296 -0.33716 -3.88063 0.335
```

## Properties
SMILES: COC[C@H](C)N.COC[C@H](C)N.COC[C@H](C)N.COC[C@H](C)N.COC[C@H](C)N.NC(N)=O.NC(N)=O.NC(N)=O.NC(N)=O.NC(N)=O.NC(N)=O
Lowest unoccupied orbital energy (eV): -0.02
2S+1: 1
Net charge: 0
Kohn-Sham gap (eV): 8.62

***

--- 2 ---
C26H79N17O11 | ωB97M-V/def2-TZVPD

```
133
Properties=species:S:1:pos:R:3:mulliken_charge:R:1
C -25.77542 13.21951 14.05000 0.530
O -25.88646 12.22611 13.35034 -0.680
N -24.82454 14.18638 13.83834 -0.317
N -26.68225 13.60063 15.01647 -0.300
H -24.10109 14.02230 13.16506 0.157
H -24.90922 15.08534 14.28349 0.398
H -26.60466 14.52317 15.41304 0.150
H -27.35827 12.96212 15.38519 0.186
C -24.52746 21.79065 9.29482 0.718
O -24.03666 20.79685 9.80267 -0.672
N -24.03006 23.05921 9.49046 -0.455
N -25.64700 21.75276 8.50454 -0.214
H -23.21074 23.17665 10.05431 0.237
H -24.40053 23.82379 8.95908 0.138
H -25.96004 22.63654 8.14792 0.182
H -26.14266 20.89565 8.32617 0.285
C -24.83183 13.49261 7.84844 0.375
O -24.34322 13.35965 8.96932 -0.743
N -24.81543 12.47745 6.92806 -0.389
N -25.50316 14.62153 7.50867 -0.001
H -24.19350 11.71597 7.12979 0.269
H -25.05525 12.66059 5.97153 0.141
H -25.99437 14.73146 6.63685 0.130
H -25.64775 15.28400 8.24853 0.103
C -21.87688 15.58673 10.15191 0.523
O -21.11895 16.45695 10.56943 -0.697
N -23.06223 15.26457 10.75173 -0.185
N -21.63409 14.89107 8.99043 -0.321
H -23.61345 14.48752 10.41252 0.381
H -23.40601 15.89179 11.45189 -0.007
H -20.72844 14.99690 8.57474 0.207
H -22.15480 14.04593 8.82054 0.213
C -25.97813 17.81293 15.50513 0.403
O -25.67412 16.67370 15.16601 -0.640
N -25.26693 18.54973 16.41617 -0.501
N -27.15159 18.36976 15.08617 0.017
H -24.60993 18.09570 17.02163 0.253
H -25.00688 19.48278 16.13987 0.243
H -27.73022 17.88895 14.41685 -0.007
H -27.39130 19.26742 15.46442 0.221
C -24.91130 20.65754 13.13389 0.380
O -25.09731 20.83181 14.33230 -0.739
N -25.88395 20.90186 12.19522 -0.012
N -23.77543 20.12225 12.61526 -0.178
H -25.76404 20.69377 11.21990 -0.101
H -26.75110 21.30045 12.50157 0.157
H -23.55108 20.17316 11.63356 0.229
H -23.06678 19.84480 13.27010 0.193
C -30.78344 16.20802 9.79048 -1.057
C -31.92665 17.02146 9.22292 -0.069
C -31.45040 18.32846 8.61847 -0.142
O -30.39846 18.19520 7.68790 0.324
C -30.60274 18.81325 6.43990 -0.568
N -32.69542 16.18894 8.28674 -0.740
H -30.24714 15.66804 9.00468 0.287
H -31.10548 15.40453 10.45712 0.488
H -30.07452 16.81952 10.35290 -0.116
H -32.61821 17.28119 10.03129 0.363
H -31.18328 19.04397 9.40934 0.231
H -32.27804 18.86004 8.12536 -0.044
H -31.46046 18.36029 5.93069 0.399
H -29.69470 18.68312 5.85305 0.008
H -30.78017 19.89395 6.50733 0.058
H -32.13043 16.02113 7.45462 0.296
H -33.46991 16.73215 7.91072 0.330
C -27.15496 16.78289 5.24630 -1.441
C -28.09279 15.75364 4.63654 0.913
C -27.97816 15.73125 3.13404 -0.884
O -28.98199 14.91120 2.57624 -0.329
C -29.43231 15.32289 1.32927 -0.795
N -27.69442 14.43480 5.20756 -0.748
H -27.55414 17.78453 5.06651 0.576
H -26.14792 16.70462 4.83257 0.409
H -27.09299 16.66186 6.32600 -0.131
H -29.12356 15.89177 4.96023 0.294
H -26.98734 15.39328 2.79711 0.274
H -28.07782 16.74148 2.70420 0.494
H -28.61705 15.47418 0.60202 0.317
H -29.94122 16.29405 1.35858 0.318
H -30.05625 14.55203 0.88564 0.261
H -28.36753 13.73629 4.90184 0.279
H -26.82827 14.12433 4.76916 0.231
C -28.00155 19.42519 10.25721 -0.187
C -27.01193 18.79206 9.30040 0.490
C -26.90778 17.28204 9.52926 1.087
O -25.96413 16.90297 10.50820 -0.486
C -26.37783 16.79027 11.84417 0.687
N -27.38476 19.07789 7.89987 -0.608
H -27.65159 19.11887 11.24490 0.185
H -29.02150 19.11233 10.04719 -0.518
H -27.94939 20.51476 10.20502 0.403
H -26.01190 19.21390 9.43068 0.246
H -26.53568 16.82354 8.61181 -1.621
H -27.87735 16.83794 9.78104 0.382
H -27.45646 16.67330 12.00461 0.094
H -26.09726 17.69351 12.40608 -0.073
H -25.82990 15.99874 12.35165 -0.612
H -26.84187 18.52264 7.24464 0.252
H -28.32311 18.71209 7.71419 0.118
C -34.11948 21.74248 7.73562 -0.876
C -33.63924 22.72720 8.79018 0.635
C -32.22422 23.24321 8.55900 -0.816
O -31.37909 22.13563 8.40447 -0.083
C -30.04407 22.35953 8.74422 -0.571
N -34.60306 23.83639 8.91498 -0.741
H -35.08705 21.30444 7.97686 0.373
H -33.40180 20.91886 7.71688 -0.078
H -34.15367 22.21332 6.75226 0.296
H -33.58493 22.15675 9.73180 0.103
H -31.96619 23.89779 9.40016 0.352
H -32.23764 23.86693 7.65250 0.276
H -29.48711 23.01082 8.05695 0.354
H -29.49234 21.42412 8.59461 -0.223
H -29.92888 22.63951 9.79425 0.441
H -35.32484 23.51917 9.55874 0.296
H -34.20544 24.60469 9.45540 0.263
C -30.92774 19.54072 12.47800 -0.643
C -31.45210 18.95650 13.76732 0.356
C -31.09168 17.47261 13.92442 -0.928
O -29.69366 17.34671 13.88393 -0.112
C -29.32830 15.97074 14.02565 -0.627
N -31.06389 19.75413 14.96589 -0.774
H -31.58542 20.34869 12.15016 0.366
H -30.88112 18.75902 11.71766 -0.253
H -29.92344 19.96844 12.50438 0.133
H -32.53751 19.06886 13.84599 0.374
H -31.59607 16.95333 13.09693 0.253
H -31.52908 17.12601 14.86889 0.485
H -29.74408 15.54989 14.94450 0.389
H -28.24541 15.88205 14.13040 -0.067
H -29.63070 15.43329 13.12452 0.297
H -31.08474 19.11395 15.75558 0.293
H -30.09475 20.05833 14.93960 0.272
```

## Properties
SMILES: COC[C@H](C)N.COC[C@H](C)N.COC[C@H](C)N.COC[C@H](C)N.COC[C@H](C)N.NC(N)=O.NC(N)=O.NC(N)=O.NC(N)=O.NC(N)=O.NC(N)=O
Lowest unoccupied orbital energy (eV): 0.25
2S+1: 1
Net charge: 0
Kohn-Sham gap (eV): 9.07

***

Preferred: 2; penalty for the next structure: 55.9 kcal/mol.